This record from the OMol25 dataset describes a cluster of 9 separate species, C33H88N4O13 in total at a distorted geometry. The level of theory is ωB97M-V/def2-TZVPD.

XYZ file:
```
138
Properties=species:S:1:pos:R:3:mulliken_charge:R:1
C 1.0654 -4.6338 -8.0707 -0.83
O 0.3464 -4.7655 -6.8817 -0.19
C -0.1496 -6.0423 -6.7114 -0.59
C -0.7878 -6.2523 -5.3889 -0.68
N -2.1069 -5.6380 -5.2322 -0.31
C -2.1584 -4.2624 -4.6942 -0.55
C -3.5868 -3.8153 -4.4941 -0.39
O -4.0861 -4.7582 -3.6312 -0.32
C -5.4401 -4.5197 -3.2875 -0.74
H 2.0064 -5.1765 -8.1080 0.33
H 1.3923 -3.5955 -8.1059 0.24
H 0.4677 -4.8431 -8.9543 0.33
H 0.7272 -6.7309 -6.7597 0.36
H -0.8467 -6.3182 -7.5293 0.30
H -0.1201 -6.2365 -4.4718 0.38
H -0.9493 -7.3263 -5.4872 0.38
H -2.5797 -6.2202 -4.5527 0.27
H -1.6985 -3.5633 -5.4155 0.31
H -1.5193 -4.2604 -3.7571 0.28
H -4.0615 -3.8782 -5.4464 0.38
H -3.6140 -2.7989 -4.0678 0.25
H -5.6651 -5.1233 -2.4030 0.26
H -6.1293 -4.7762 -4.0559 0.32
H -5.5824 -3.4639 -3.0343 0.23
C 7.8048 5.7892 -0.8220 -0.74
O 7.7220 5.2059 0.5236 -0.41
C 6.7470 4.1674 0.5644 -0.53
C 5.3110 4.7188 0.8106 -0.63
N 4.4489 3.6350 1.2322 0.10
C 3.1234 4.0126 1.7069 -0.71
C 2.5509 2.8695 2.5594 -0.66
O 2.3217 1.7546 1.7086 -0.13
C 2.0130 0.5736 2.4594 0.04
H 8.6255 6.5013 -0.8347 0.27
H 6.9038 6.3231 -0.9959 0.32
H 7.9525 5.0580 -1.6022 0.30
H 7.0928 3.5811 1.4088 0.37
H 6.7554 3.5996 -0.3238 0.32
H 4.9976 5.0938 -0.1432 0.28
H 5.4581 5.5486 1.5460 0.32
H 4.9263 2.9004 1.7167 0.19
H 2.4361 4.1530 0.9082 0.26
H 3.0994 4.9681 2.3106 0.31
H 1.6114 3.1118 3.0800 0.31
H 3.3242 2.6031 3.3198 0.39
H 1.1322 0.7511 3.0856 0.01
H 2.8068 0.2001 3.0699 0.80
H 1.7298 -0.1885 1.7453 -0.77
C 0.3921 0.3745 5.6478 -1.05
O 1.1068 -0.8479 5.5521 -0.31
C 0.3878 -1.9792 5.8479 -0.67
C -0.6026 -2.3169 4.7208 -0.87
N 0.0750 -2.3831 3.4456 0.28
C 0.7045 -3.6504 3.1628 -0.99
C 1.3345 -3.7740 1.7899 -0.26
O 2.1765 -2.6566 1.6441 -0.24
C 3.0063 -2.7441 0.5058 -0.99
H -0.1555 0.4601 6.6117 0.39
H -0.3622 0.5433 4.9659 0.39
H 1.0752 1.2343 5.6159 0.37
H -0.1673 -1.8631 6.8243 0.40
H 1.0550 -2.7837 6.1428 0.37
H -1.3293 -1.5020 4.6465 0.21
H -1.0876 -3.2589 4.8729 0.60
H 0.8643 -1.7179 3.5113 -0.18
H -0.1362 -4.3704 3.1593 0.42
H 1.4562 -4.0043 3.8482 0.36
H 0.5464 -3.7917 1.0113 0.04
H 1.9422 -4.7482 1.6715 0.53
H 2.4474 -2.4637 -0.4075 0.28
H 3.3455 -3.7822 0.4120 0.49
H 3.8078 -2.0078 0.4275 0.27
C -0.7180 3.7896 -0.0551 -0.60
O -1.5186 3.5094 1.0341 -0.30
C -2.6142 4.4454 1.0409 -1.03
C -3.2656 4.2972 2.3947 -0.60
N -4.0363 3.1342 2.6259 0.14
C -5.0600 3.2156 3.6228 -1.04
C -4.5327 3.6034 4.9525 -0.55
O -3.6616 2.5948 5.3806 -0.20
C -2.9052 2.8922 6.5099 -0.52
H -1.1786 3.5865 -1.0035 0.22
H 0.1503 3.1371 -0.0045 -0.13
H -0.3216 4.7876 -0.0715 0.43
H -3.3702 4.2117 0.2644 0.22
H -2.1880 5.4557 0.9377 0.52
H -3.9088 5.1693 2.4665 0.49
H -2.4643 4.4478 3.1616 0.20
H -3.5425 2.2770 2.6730 0.12
H -5.6172 2.2812 3.7135 0.38
H -5.7909 4.0289 3.3457 0.42
H -5.2879 3.7602 5.6892 0.52
H -4.0216 4.5390 4.7904 0.37
H -3.5081 2.8751 7.3960 0.33
H -2.5284 3.9269 6.4669 0.36
H -2.0556 2.2478 6.5053 -0.10
C 4.1864 -0.4954 -4.0721 -1.43
C 3.7152 -0.8039 -2.6669 0.73
C 3.5414 0.3945 -1.8270 -1.06
O 2.4044 -1.4570 -2.6285 -0.36
H 4.1769 -1.4876 -4.5650 0.39
H 5.2324 -0.1584 -4.0982 0.38
H 3.4624 0.1454 -4.6081 0.30
H 4.4700 -1.5106 -2.1757 0.23
H 3.0996 0.1651 -0.8785 -0.05
H 2.8119 1.1311 -2.1594 0.35
H 4.5113 0.9036 -1.6536 0.37
H 2.5101 -2.2930 -3.0814 0.17
C -3.0595 1.1540 -2.4591 -0.86
C -4.1113 0.6534 -1.4600 0.92
C -3.7569 0.8899 -0.0050 -0.37
O -5.3382 1.2822 -1.8066 -0.63
H -3.5341 1.2614 -3.4397 0.54
H -2.2447 0.4336 -2.5672 -0.10
H -2.6252 2.1379 -2.2232 0.06
H -4.1931 -0.4294 -1.6444 -0.16
H -4.6952 0.8874 0.6217 0.53
H -3.2652 1.8496 0.1082 -0.10
H -3.1473 0.0937 0.4344 -0.18
H -5.8771 1.3911 -1.0157 0.38
C -1.3760 -2.1112 -0.7661 -1.85
C -0.3991 -1.1663 0.0266 2.77
C -0.1821 0.2053 -0.6206 1.84
O -0.9283 -0.8350 1.2969 0.27
H -0.9389 -2.2968 -1.7322 0.44
H -2.2945 -1.5979 -0.9370 0.10
H -1.6047 -3.0200 -0.1951 0.39
H 0.4861 -1.7855 0.1302 -1.66
H -1.1589 0.6960 -0.6238 -1.04
H 0.1657 0.1415 -1.6522 -0.62
H 0.4386 0.8584 -0.0175 -0.75
H -0.7954 -1.5436 1.9371 0.18
O -1.6022 1.4023 2.8140 -0.27
H -1.2191 0.6341 2.3521 0.22
H -1.4754 2.1029 2.1423 0.46
O 0.4291 0.1790 -4.3738 -0.64
H 0.9096 -0.3329 -3.6901 0.31
H -0.4843 0.2186 -4.1808 0.27
```

HOMO level: -0.300 Ha
total energy: -2507.0191 Eh
Kohn-Sham gap: 0.3182 Ha
relative energy (zero: lowest compared OMol25 entry of this formula, charge and spin): 0.0 kcal/mol
charge: 0


This record from the OMol25 dataset describes a cluster of 11 separate species, C33H88O11 in total at a distorted geometry. The level of theory is ωB97M-V/def2-TZVPD.

XYZ file:
```
132
Properties=species:S:1:pos:R:3:mulliken_charge:R:1
C -0.9127 1.3523 -0.8704 -1.06
C 0.1730 0.6563 -0.0436 1.69
C -0.2407 -0.7798 0.2308 -1.78
O 1.4261 0.7368 -0.7057 -0.16
H -0.5708 2.3675 -1.0841 0.24
H -1.8486 1.3430 -0.3158 0.02
H -0.9904 0.8399 -1.8306 0.29
H 0.2826 1.1466 0.9347 0.02
H -1.1620 -0.7116 0.8183 0.42
H 0.4611 -1.2972 0.8876 0.33
H -0.4549 -1.3402 -0.6787 0.11
H 1.7044 1.6725 -0.7179 -0.14
C 2.6506 5.9786 -3.1865 -0.98
C 1.9793 5.1821 -4.2994 0.39
C 1.9230 3.7009 -3.9907 -0.72
O 0.6575 5.6411 -4.5386 -0.56
H 3.6837 5.6794 -3.0243 0.18
H 2.1042 5.8484 -2.2477 0.17
H 2.5826 7.0478 -3.4170 0.46
H 2.5798 5.3153 -5.2109 0.18
H 2.9198 3.2732 -3.9028 0.16
H 1.4040 3.2123 -4.8220 0.44
H 1.3373 3.4775 -3.1001 -0.03
H 0.6104 6.5888 -4.3865 0.33
C -4.0017 0.2098 -2.7712 -0.75
C -5.1887 0.8712 -2.0963 0.47
C -4.8895 1.2859 -0.6588 -1.00
O -5.6397 1.9903 -2.8588 -0.60
H -3.2329 0.9353 -3.0460 0.36
H -4.2774 -0.3506 -3.6668 0.32
H -3.5167 -0.5181 -2.1117 -0.09
H -6.0621 0.2170 -2.0618 0.12
H -4.7000 0.4198 -0.0277 0.24
H -5.7729 1.8296 -0.3144 0.42
H -4.0610 1.9929 -0.5572 0.20
H -4.8880 2.5451 -3.0906 0.37
C 0.8870 4.6489 0.3021 -0.91
C 2.3676 4.3432 0.1913 0.66
C 2.9114 3.9005 1.5563 -1.43
O 2.5080 3.2664 -0.7351 0.26
H 0.3705 3.7537 0.6500 -0.14
H 0.4494 4.9212 -0.6617 0.29
H 0.7404 5.4936 0.9760 0.49
H 2.9635 5.2095 -0.1126 0.37
H 3.9211 3.4987 1.4455 0.34
H 2.3140 3.0810 1.9653 0.12
H 2.9098 4.7259 2.2696 0.44
H 3.4373 3.1994 -1.0176 -0.42
C 1.5250 -0.1964 6.9002 -1.56
C 1.0077 -0.9139 5.6686 0.67
C 0.8145 0.0438 4.5090 -0.46
O 2.0167 -1.8824 5.3484 -0.53
H 1.6656 -0.8537 7.7575 0.36
H 0.8934 0.6338 7.2317 0.35
H 2.4916 0.2606 6.6690 0.39
H 0.0997 -1.4719 5.9334 0.22
H 0.7483 -0.4834 3.5543 -0.12
H 1.7177 0.6608 4.4348 0.28
H -0.0248 0.7295 4.6342 0.18
H 1.7675 -2.3196 4.5162 0.38
C -2.6733 3.9793 4.5551 -1.51
C -2.9705 2.5439 4.1529 0.20
C -2.3067 2.1185 2.8633 -0.64
O -2.6041 1.6865 5.2473 -0.55
H -1.6175 4.1224 4.7737 0.34
H -3.2985 4.2746 5.3960 0.37
H -2.9810 4.6196 3.7221 0.36
H -4.0533 2.4540 3.9971 0.40
H -2.6737 2.6803 2.0000 0.49
H -2.5492 1.0685 2.6672 0.22
H -1.2162 2.1928 2.8448 0.01
H -3.2493 0.9756 5.2866 0.32
C 3.9212 -2.7829 -2.9754 -1.68
C 2.7926 -1.8718 -2.5305 1.35
C 1.4177 -2.4358 -2.8881 -1.04
O 2.8756 -1.6412 -1.1270 -0.54
H 3.8248 -2.9013 -4.0553 0.40
H 3.8413 -3.7258 -2.4308 0.34
H 4.9036 -2.3449 -2.7980 0.36
H 2.9365 -0.9026 -3.0338 -0.13
H 1.1835 -3.1952 -2.1413 0.03
H 1.4333 -2.9083 -3.8715 0.48
H 0.6576 -1.6553 -2.8591 0.27
H 2.2021 -0.9697 -0.9227 0.04
C 6.7737 1.9692 -0.7865 -1.44
C 5.8118 2.2280 -1.9332 0.55
C 4.7299 1.1810 -2.0127 -0.85
O 5.1653 3.5176 -1.7414 -0.42
H 7.3686 1.0810 -1.0180 0.40
H 6.2167 1.7625 0.1283 0.28
H 7.4543 2.8068 -0.6373 0.41
H 6.3724 2.2744 -2.8729 0.29
H 5.1903 0.1926 -2.0912 0.20
H 4.0771 1.3136 -2.8747 0.22
H 4.1167 1.1155 -1.1128 0.12
H 5.8191 4.2158 -1.8353 0.25
C 0.6690 -4.4775 1.1606 -0.87
C 1.1136 -4.5233 2.6136 0.54
C 2.0625 -5.6722 2.8954 -1.51
O 1.7749 -3.2807 2.9017 -0.61
H 0.2463 -5.4251 0.8179 0.50
H 1.5287 -4.2401 0.5275 0.29
H -0.1011 -3.7197 1.0108 -0.15
H 0.2452 -4.6011 3.2676 0.34
H 1.6239 -6.6466 2.6743 0.40
H 2.3540 -5.6766 3.9482 0.38
H 2.9947 -5.5666 2.3347 0.30
H 2.3807 -3.0894 2.1766 0.23
C -1.6316 -3.8428 -2.0154 -0.11
C -2.4315 -5.1167 -2.1489 0.59
C -3.3362 -5.0866 -3.3799 -1.44
O -1.4900 -6.1829 -2.2560 -0.57
H -2.3062 -3.0119 -1.7768 0.01
H -1.1516 -3.6176 -2.9693 0.40
H -0.8857 -3.8307 -1.2236 -0.40
H -3.0813 -5.2202 -1.2676 0.09
H -4.0479 -4.2626 -3.2857 0.27
H -3.8934 -6.0162 -3.4849 0.42
H -2.7125 -4.9086 -4.2563 0.36
H -1.9597 -7.0221 -2.2140 0.36
C -4.0102 -2.7117 0.8239 -1.11
C -5.3426 -2.7909 0.1033 0.94
C -6.0990 -4.0604 0.4519 -1.48
O -6.1065 -1.6473 0.4517 -0.56
H -4.1665 -2.4621 1.8827 0.52
H -3.3836 -1.8751 0.5046 -0.15
H -3.4651 -3.6524 0.7894 0.39
H -5.0863 -2.7559 -0.9666 0.07
H -6.3526 -4.0476 1.5158 0.35
H -5.5017 -4.9597 0.2966 0.34
H -7.0439 -4.1035 -0.0913 0.39
H -6.8710 -1.5441 -0.1208 0.35
```

HOMO level: -0.345 Ha
total energy: -2137.7460 Eh
Kohn-Sham gap: 0.3601 Ha
relative energy (zero: lowest compared OMol25 entry of this formula, charge and spin): 20.5 kcal/mol
charge: 0


This record from the OMol25 dataset describes a cluster of 10 separate species, C33H89N3O10 in total at a distorted geometry. The level of theory is ωB97M-V/def2-TZVPD.

XYZ file:
```
135
Properties=species:S:1:pos:R:3:mulliken_charge:R:1
C -1.4959 -3.4664 -2.3902 -0.59
O -0.5045 -2.8607 -3.2316 0.17
C 0.4185 -3.7762 -3.6945 -0.59
C 1.4582 -3.0355 -4.5517 0.50
C 0.6946 -2.1721 -5.5827 -1.31
N 2.4627 -3.9864 -5.0880 -0.50
H -0.9660 -4.1881 -1.7468 0.29
H -2.2415 -4.0637 -3.0094 0.25
H -1.9480 -2.7707 -1.7561 -0.03
H 0.9372 -4.2111 -2.8441 0.22
H 0.0395 -4.5810 -4.3943 0.21
H 2.0687 -2.4277 -3.9233 0.22
H -0.1201 -1.6888 -5.0738 0.08
H 0.3385 -2.7523 -6.4271 0.29
H 1.2313 -1.2757 -5.9674 0.34
H 2.1165 -4.5281 -5.8668 0.23
H 3.3186 -3.4734 -5.2684 0.26
C -3.7540 -0.0266 -0.2272 -0.71
O -2.7409 0.1659 -1.2243 0.52
C -3.2625 0.0749 -2.5742 -1.19
C -2.0150 0.1693 -3.4435 2.15
C -1.3103 1.5096 -3.4942 -1.35
N -2.4520 -0.3403 -4.7711 -0.73
H -4.4105 0.8606 -0.0737 0.05
H -3.2294 -0.3557 0.6056 -0.06
H -4.3542 -0.8807 -0.5061 0.48
H -3.8388 -0.8711 -2.7401 0.33
H -3.9358 0.9881 -2.6631 0.23
H -1.2701 -0.5204 -2.9958 -0.95
H -0.4621 1.4659 -4.1886 0.51
H -0.9270 1.7537 -2.4795 -0.23
H -2.0362 2.2544 -3.8444 0.46
H -1.9374 0.1609 -5.4855 0.33
H -2.2469 -1.3031 -4.8790 0.32
C -1.3445 1.7415 1.3225 0.51
O 0.0474 1.6464 1.0949 -0.52
C 0.3712 0.8134 -0.0264 -0.32
C 1.6601 0.1407 0.2857 0.51
C 2.2365 -0.6676 -0.9148 -1.57
N 1.4554 -0.8312 1.3934 -0.33
H -1.6336 0.7178 1.6591 -0.37
H -1.7801 1.9734 0.3958 0.23
H -1.5489 2.5167 2.0647 -0.15
H -0.3912 0.1282 -0.2263 0.33
H 0.4465 1.4253 -0.8844 0.25
H 2.4101 0.9828 0.4477 0.08
H 1.3604 -1.0326 -1.5490 0.05
H 2.9161 -1.5112 -0.6864 0.42
H 2.8473 -0.0588 -1.5258 0.45
H 1.2440 -0.2897 2.1926 0.22
H 2.3920 -1.2555 1.4897 0.20
C -0.6931 4.4204 -1.1058 -0.90
C 0.7278 4.7001 -0.5570 1.08
C 1.1848 6.1411 -0.5474 -1.53
O 0.7609 4.2959 0.8046 -0.64
H -0.7520 4.7699 -2.1402 0.45
H -1.4061 4.9378 -0.5340 0.18
H -0.8509 3.3279 -1.1090 -0.17
H 1.3839 4.1562 -1.2877 0.13
H 0.6132 6.7778 0.1467 0.32
H 1.2900 6.5602 -1.5993 0.33
H 2.2060 6.1916 -0.2157 0.26
H 0.7106 3.3010 0.8064 0.35
C -1.4614 -2.0093 3.0216 -1.20
C -1.1273 -3.0880 1.9767 2.42
C -2.2673 -4.1098 1.7681 -1.57
O -0.8737 -2.4135 0.7644 0.00
H -2.3105 -1.4021 2.6517 0.06
H -0.5327 -1.3593 3.2339 0.10
H -1.7890 -2.4808 3.9717 0.54
H -0.2336 -3.6246 2.2248 -1.39
H -2.3108 -4.7182 2.6649 0.46
H -2.0193 -4.6989 0.8659 0.31
H -3.2971 -3.6792 1.6315 0.36
H -0.0767 -1.8650 0.8813 -0.28
C 3.8406 -4.4524 -1.4672 -0.74
C 4.2011 -5.8821 -1.0877 0.47
C 3.0328 -6.8453 -1.1382 -1.26
O 5.2668 -6.3522 -1.9095 -0.59
H 4.6628 -3.8169 -1.1716 0.44
H 3.0194 -4.1487 -0.8788 0.09
H 3.6806 -4.3461 -2.5632 0.16
H 4.5703 -5.9636 -0.0507 0.20
H 3.4195 -7.8171 -0.8593 0.39
H 2.6393 -6.8647 -2.1149 0.30
H 2.2685 -6.5853 -0.3610 0.22
H 5.8682 -6.9763 -1.5086 0.34
C -5.3312 5.6445 1.6397 -1.25
C -5.1332 4.5039 0.6519 0.63
C -4.6720 4.9484 -0.6999 -1.37
O -4.2625 3.5086 1.2216 -0.31
H -4.3258 5.9391 1.9403 0.21
H -5.9328 5.3769 2.5060 0.29
H -5.8250 6.4002 1.0796 0.45
H -6.0936 3.9227 0.6438 0.27
H -4.4032 4.0560 -1.1735 0.27
H -3.8286 5.6537 -0.7253 0.28
H -5.4629 5.3865 -1.2421 0.51
H -3.3341 3.8385 1.1147 -0.12
C 2.1842 -5.3367 4.7090 -1.34
C 2.4286 -4.8478 3.2323 0.43
C 1.4114 -5.5817 2.3574 -0.95
O 2.2672 -3.4155 3.1088 -0.44
H 2.1889 -6.4559 4.6858 0.36
H 1.2763 -4.9955 5.1713 0.31
H 3.0016 -4.9878 5.3964 0.36
H 3.4669 -5.1659 2.9630 0.25
H 1.5932 -6.6522 2.3626 0.56
H 1.5692 -5.3639 1.3021 -0.13
H 0.3556 -5.4221 2.5347 0.28
H 3.0378 -3.0025 3.5537 0.30
C -2.5270 4.8921 3.9579 -0.40
C -3.0520 3.9717 5.0617 0.58
C -2.3224 2.6657 5.1750 -1.24
O -3.0349 4.5815 6.3704 -0.62
H -2.9790 4.6936 2.9887 -0.59
H -1.4352 4.9075 3.8744 0.41
H -2.8304 5.9068 4.1211 0.52
H -4.1288 3.8741 4.8610 0.22
H -2.7608 1.8988 4.5307 0.23
H -2.4743 2.3431 6.2327 0.43
H -1.2958 2.7721 4.9082 0.30
H -2.0894 4.8645 6.6424 0.33
C 4.6754 4.9389 0.3035 -1.55
C 4.1640 3.5682 -0.1630 2.13
C 5.1592 2.7069 -0.9414 -1.24
O 3.8658 2.8170 1.0107 -0.64
H 5.7208 4.8286 0.7178 0.33
H 4.1095 5.4293 1.0829 0.39
H 4.7136 5.6334 -0.5826 0.34
H 3.1677 3.6668 -0.6012 -0.86
H 6.0186 2.5496 -0.3213 0.36
H 5.5316 3.1727 -1.8889 0.33
H 4.7519 1.7291 -1.1386 0.18
H 3.2167 3.2689 1.5253 0.30
```

HOMO level: -0.334 Ha
total energy: -2227.2247 Eh
Kohn-Sham gap: 0.3501 Ha
relative energy (zero: lowest compared OMol25 entry of this formula, charge and spin): 40.9 kcal/mol
charge: 0